{
  "formula": "C43H64FN12",
  "method": "wB97M-V/def2-TZVPD",
  "elements": ["C", "C", "C", "C", "N", "C", "C", "C", "N", "C", "N", "C", "C", "C", "F", "N", "H", "H", "H", "H", "H", "H", "H", "H", "H", "H", "H", "H", "H", "H", "H", "H", "H", "H", "H", "H", "H", "H", "H", "H", "N", "C", "C", "C", "C", "H", "H", "H", "H", "H", "N", "C", "C", "C", "C", "H", "H", "H", "H", "H", "N", "C", "C", "C", "C", "H", "H", "H", "H", "H", "N", "C", "C", "C", "C", "H", "H", "H", "H", "H", "N", "C", "C", "C", "C", "H", "H", "H", "H", "H", "N", "C", "C", "C", "C", "H", "H", "H", "H", "H", "N", "C", "C", "C", "C", "H", "H", "H", "H", "H", "N", "C", "C", "C", "C", "H", "H", "H", "H", "H"],
  "xyz": [[1.896, -3.170, 2.091], [1.158, -1.898, 1.692], [1.220, -1.665, 0.186], [0.687, -0.298, -0.304], [-0.238, 0.409, 0.575], [-1.625, 0.164, 0.469], [-2.386, 0.676, 1.679], [-2.256, -0.285, 2.841], [-2.840, -1.581, 2.452], [-2.642, -2.028, 1.180], [-3.142, -3.223, 0.854], [-3.098, -3.834, -0.469], [-1.714, -4.242, -0.972], [-1.717, -5.452, -1.880], [-1.216, -3.135, -1.700], [-1.967, -1.310, 0.304], [1.854, -3.346, 3.167], [2.949, -3.113, 1.805], [1.469, -4.046, 1.594], [0.112, -1.970, 2.015], [1.595, -1.043, 2.225], [0.703, -2.479, -0.335], [2.270, -1.739, -0.113], [0.180, -0.417, -1.267], [1.529, 0.371, -0.494], [0.098, 0.483, 1.525], [-2.016, 0.619, -0.445], [-1.994, 1.656, 1.949], [-3.444, 0.796, 1.433], [-1.209, -0.424, 3.131], [-2.813, 0.078, 3.704], [-2.655, -2.311, 3.131], [-3.636, -3.713, 1.584], [-3.529, -3.146, -1.206], [-3.763, -4.694, -0.424], [-1.023, -4.362, -0.131], [-2.523, -6.146, -1.637], [-0.776, -5.997, -1.819], [-1.852, -5.127, -2.914], [-2.056, -1.621, -0.657], [-1.564, -3.301, -6.945], [-1.138, -3.456, -5.656], [-1.899, -2.635, -4.865], [-2.816, -1.960, -5.717], [-2.585, -2.394, -6.994], [-1.181, -3.779, -7.741], [-0.333, -4.129, -5.413], [-1.815, -2.531, -3.798], [-3.569, -1.250, -5.415], [-3.059, -2.136, -7.925], [-5.543, -0.408, 4.267], [-5.023, -0.086, 5.496], [-5.860, 0.826, 6.077], [-6.929, 1.061, 5.170], [-6.707, 0.285, 4.065], [-5.140, -1.060, 3.619], [-4.115, -0.540, 5.859], [-5.730, 1.270, 7.050], [-7.767, 1.721, 5.317], [-7.277, 0.169, 3.159], [1.809, 1.979, 3.156], [2.964, 1.244, 3.229], [3.746, 1.592, 2.161], [3.043, 2.586, 1.422], [1.851, 2.800, 2.059], [1.063, 1.946, 3.827], [3.137, 0.549, 4.033], [4.717, 1.180, 1.940], [3.367, 3.080, 0.520], [1.028, 3.454, 1.827], [-4.409, 1.526, -5.221], [-5.098, 2.366, -6.051], [-6.277, 2.690, -5.434], [-6.298, 2.022, -4.180], [-5.131, 1.312, -4.079], [-3.509, 1.128, -5.419], [-4.699, 2.657, -7.007], [-7.042, 3.332, -5.839], [-7.085, 2.046, -3.445], [-4.759, 0.671, -3.297], [7.066, 2.637, 0.722], [7.215, 1.374, 0.223], [8.555, 1.140, 0.076], [9.243, 2.310, 0.498], [8.293, 3.216, 0.892], [6.187, 3.074, 0.936], [6.366, 0.745, 0.016], [8.986, 0.226, -0.295], [10.309, 2.465, 0.511], [8.377, 4.218, 1.276], [8.484, -2.562, -0.791], [7.352, -2.409, -1.543], [6.415, -3.288, -1.068], [7.008, -3.998, 0.013], [8.285, -3.525, 0.158], [9.337, -2.050, -0.922], [7.311, -1.695, -2.347], [5.419, -3.416, -1.458], [6.553, -4.769, 0.611], [9.062, -3.791, 0.854], [10.000, 5.715, 3.286], [10.688, 5.748, 4.468], [10.239, 6.826, 5.183], [9.242, 7.469, 4.400], [9.119, 6.761, 3.234], [10.134, 5.032, 2.563], [11.432, 5.006, 4.700], [10.587, 7.122, 6.158], [8.685, 8.353, 4.661], [8.487, 6.918, 2.377], [-10.173, 2.226, -2.854], [-11.336, 1.853, -3.470], [-11.565, 0.537, -3.173], [-10.497, 0.098, -2.344], [-9.655, 1.163, -2.167], [-9.764, 3.141, -2.903], [-11.900, 2.551, -4.064], [-12.405, -0.047, -3.511], [-10.365, -0.887, -1.928], [-8.737, 1.252, -1.610]],
  "lowdin_charge": [-0.098, -0.272, -0.181, -0.173, -0.007, -0.297, -0.097, -0.149, 0.088, -0.339, 0.104, -0.094, -0.331, -0.009, -0.074, 0.206, 0.074, 0.079, 0.069, 0.078, 0.093, 0.085, 0.115, 0.116, 0.112, 0.086, 0.159, 0.134, 0.133, 0.115, 0.107, 0.157, 0.159, 0.145, 0.136, 0.142, 0.088, 0.091, 0.084, 0.127, 0.010, -0.138, -0.120, -0.113, -0.127, 0.150, 0.108, 0.059, 0.072, 0.112, -0.013, -0.161, -0.099, -0.098, -0.135, 0.111, 0.101, 0.096, 0.097, 0.106, 0.000, -0.146, -0.103, -0.108, -0.146, 0.140, 0.111, 0.080, 0.094, 0.109, -0.002, -0.132, -0.102, -0.107, -0.156, 0.130, 0.109, 0.092, 0.068, 0.093, 0.009, -0.145, -0.106, -0.102, -0.136, 0.131, 0.101, 0.069, 0.091, 0.091, 0.003, -0.148, -0.122, -0.116, -0.136, 0.136, 0.107, 0.082, 0.086, 0.108, -0.001, -0.140, -0.111, -0.113, -0.151, 0.123, 0.106, 0.090, 0.089, 0.101, 0.002, -0.137, -0.109, -0.114, -0.163, 0.142, 0.107, 0.091, 0.087, 0.096],
  "lumo_energy_ev": -2.6,
  "homo_lumo_gap_ev": 6.67,
  "spin_multiplicity": 1,
  "charge": 1
}

---

{
  "formula": "C43H65BrClHfN4OSSi",
  "method": "wB97M-V/def2-TZVPD",
  "elements": ["Hf", "C", "N", "C", "C", "C", "C", "C", "C", "N", "C", "C", "C", "C", "C", "C", "N", "C", "C", "C", "C", "C", "N", "H", "H", "H", "H", "H", "H", "H", "H", "H", "H", "H", "H", "H", "H", "H", "H", "H", "H", "C", "C", "C", "S", "O", "C", "C", "C", "H", "H", "H", "H", "H", "H", "H", "H", "H", "H", "H", "H", "H", "H", "Cl", "C", "C", "C", "C", "C", "C", "C", "H", "H", "H", "H", "H", "H", "C", "C", "C", "C", "Si", "Br", "C", "C", "C", "C", "C", "C", "C", "C", "H", "H", "H", "H", "H", "H", "H", "H", "H", "H", "H", "H", "H", "H", "H", "H", "H", "H", "H", "H", "H", "H", "H", "H", "H", "H", "H"],
  "xyz": [[-1.274, -0.245, -1.142], [-0.740, -1.528, -4.160], [-1.613, -1.809, -2.981], [-3.034, -1.589, -3.382], [-3.202, -0.133, -3.689], [-4.082, 0.320, -4.653], [-4.110, 1.672, -4.950], [-3.217, 2.517, -4.304], [-2.369, 1.986, -3.357], [-2.371, 0.684, -3.018], [-1.434, -3.227, -2.598], [-1.803, -3.466, -1.172], [-2.283, -4.693, -0.747], [-2.441, -4.916, 0.609], [-2.101, -3.902, 1.494], [-1.655, -2.701, 0.991], [-1.516, -2.463, -0.329], [0.569, -0.890, -3.798], [1.697, -1.090, -4.575], [2.833, -0.343, -4.310], [2.803, 0.580, -3.273], [1.653, 0.689, -2.520], [0.552, -0.035, -2.765], [-0.586, -2.444, -4.733], [-1.261, -0.836, -4.821], [-3.271, -2.195, -4.260], [-3.691, -1.905, -2.567], [-4.727, -0.380, -5.166], [-4.791, 2.057, -5.697], [-3.167, 3.570, -4.539], [-1.637, 2.606, -2.868], [-1.999, -3.876, -3.271], [-0.377, -3.476, -2.719], [-2.511, -5.461, -1.474], [-2.815, -5.865, 0.970], [-2.193, -4.034, 2.563], [-1.390, -1.890, 1.653], [1.676, -1.802, -5.389], [3.725, -0.473, -4.909], [3.660, 1.199, -3.046], [1.592, 1.373, -1.683], [-4.059, 4.932, 0.554], [-3.688, 3.583, 1.155], [-2.179, 3.349, 1.195], [-1.472, 3.269, -0.471], [-0.939, 1.821, -0.671], [0.025, 4.250, -0.333], [1.111, 3.747, 0.617], [0.981, 4.241, 2.055], [-5.138, 5.073, 0.561], [-3.728, 5.027, -0.483], [-3.619, 5.752, 1.126], [-4.191, 2.768, 0.629], [-4.033, 3.531, 2.190], [-1.881, 2.418, 1.681], [-1.682, 4.176, 1.701], [-0.336, 5.249, -0.066], [0.381, 4.309, -1.363], [2.056, 4.101, 0.199], [1.150, 2.653, 0.577], [0.779, 5.313, 2.089], [1.909, 4.078, 2.600], [0.196, 3.727, 2.610], [-7.989, -2.148, -2.742], [-6.624, -1.535, -1.883], [-5.911, -2.366, -1.030], [-4.802, -1.869, -0.362], [-4.373, -0.550, -0.533], [-3.123, -0.029, 0.116], [-5.138, 0.272, -1.362], [-6.254, -0.206, -2.031], [-6.237, -3.388, -0.882], [-4.272, -2.521, 0.323], [-3.265, 1.030, 0.335], [-2.977, -0.513, 1.085], [-4.860, 1.315, -1.490], [-6.845, 0.444, -2.662], [4.424, 0.792, 0.175], [4.624, 0.741, 1.701], [6.100, 0.404, 2.029], [4.322, 2.141, 2.248], [3.618, -0.634, 2.488], [0.745, -0.474, 0.533], [2.652, -0.285, 4.048], [1.765, -1.443, 4.520], [3.787, -0.079, 5.092], [1.796, 0.991, 3.974], [3.941, -2.403, 1.954], [4.541, -2.522, 0.546], [4.980, -2.887, 3.002], [2.715, -3.332, 2.011], [4.978, 1.655, -0.206], [3.372, 0.929, -0.087], [4.796, -0.091, -0.338], [6.727, 1.199, 1.619], [6.437, -0.534, 1.589], [6.293, 0.372, 3.105], [5.021, 2.841, 1.784], [4.456, 2.225, 3.327], [3.313, 2.463, 1.994], [2.336, -2.342, 4.749], [0.988, -1.693, 3.795], [1.273, -1.136, 5.446], [4.377, -0.983, 5.258], [3.323, 0.177, 6.048], [4.467, 0.737, 4.840], [1.127, 0.999, 3.110], [2.395, 1.897, 3.960], [1.174, 1.029, 4.871], [5.505, -2.024, 0.443], [3.863, -2.141, -0.220], [4.708, -3.582, 0.339], [5.909, -2.313, 2.990], [5.239, -3.923, 2.763], [4.581, -2.887, 4.018], [1.889, -2.967, 1.398], [2.352, -3.503, 3.020], [3.019, -4.303, 1.611]],
  "lowdin_charge": [1.483, -0.093, -0.218, -0.087, -0.280, 0.019, 0.012, -0.003, -0.109, 0.006, -0.097, -0.253, 0.022, 0.003, -0.014, -0.178, -0.042, -0.244, 0.020, 0.000, -0.019, -0.153, -0.012, 0.146, 0.141, 0.155, 0.117, 0.142, 0.135, 0.128, 0.070, 0.148, 0.152, 0.136, 0.134, 0.129, 0.068, 0.134, 0.132, 0.121, 0.075, -0.092, -0.281, -0.312, 1.050, -0.735, -0.310, -0.273, -0.085, 0.089, 0.065, 0.089, 0.088, 0.130, 0.105, 0.090, 0.115, 0.099, 0.121, 0.065, 0.094, 0.066, 0.066, 0.725, -0.672, -0.087, -0.063, -0.322, -0.240, -0.069, -0.094, 0.117, 0.101, 0.015, 0.059, 0.115, 0.117, -0.088, -0.597, -0.058, -0.079, 1.040, 0.329, -0.608, -0.080, -0.055, -0.087, -0.606, -0.082, -0.056, -0.091, 0.102, 0.031, 0.067, 0.108, 0.071, 0.092, 0.105, 0.080, 0.053, 0.078, 0.075, 0.101, 0.084, 0.113, 0.074, 0.038, 0.062, 0.101, 0.074, 0.077, 0.100, 0.084, 0.111, 0.077, 0.027, 0.066, 0.098],
  "lumo_energy_ev": -7.6,
  "homo_lumo_gap_ev": 6.98,
  "de_lowest_kcal_mol": 10.4,
  "spin_multiplicity": 1,
  "charge": 3
}